55
Properties=species:S:1:pos:R:3 method="wB97M-V/def2-TZVPD" total_energy_ev=-52130.906 lumo_ev=2.5 total_charge=-1 homo_lumo_gap_ev=7.693
C -1.75540 -5.43300 1.29832
C -0.61659 -5.57480 0.27569
C -0.56652 -4.42438 -0.71863
O -0.22231 -3.23370 -0.06430
Al -0.41534 -1.67144 -0.88010
C 1.04859 -0.45423 -0.26648
C 2.00305 0.09918 -1.34639
C 2.36344 1.56814 -1.12663
N 3.40010 1.70187 -0.11106
C 3.55559 3.03734 0.41975
C 2.31499 3.62028 1.06856
C 1.65845 4.72549 0.53261
C 0.49032 5.22519 1.09802
C -0.04272 4.60709 2.22077
C 0.59887 3.50412 2.77535
C 1.77102 3.02654 2.20962
O 2.39032 1.91517 2.75903
C -0.38419 -1.89432 -2.94174
O 0.32236 -2.63443 -3.56053
N -1.34268 -1.09347 -3.85162
C -1.09349 0.26676 -3.91855
O -1.09246 0.97863 -4.86807
F -0.79862 0.81094 -2.69136
C -2.26408 -0.91367 -0.45142
Cl -3.50694 -2.25380 -0.53591
C -2.31836 -0.18931 0.88906
C -3.69834 0.25598 1.39060
H -2.29861 -4.50020 1.15081
H -1.38026 -5.42547 2.32270
H -2.46956 -6.25633 1.23299
H -0.69396 -6.52593 -0.25632
H 0.34083 -5.57792 0.80339
H 0.16173 -4.67267 -1.50251
H -1.54834 -4.34870 -1.21083
H 0.61538 0.37339 0.30608
H 1.63006 -1.03884 0.45471
H 2.93310 -0.47403 -1.34285
H 1.57849 0.03055 -2.34908
H 1.44105 2.08385 -0.82511
H 2.72102 2.03458 -2.04985
H 3.24881 1.04001 0.63817
H 3.87869 3.70390 -0.38416
H 4.35847 3.02326 1.16157
H 2.07661 5.17602 -0.35998
H 0.00207 6.07765 0.64595
H -0.96396 4.96554 2.65910
H 0.17697 3.00923 3.63975
H 2.94866 2.19074 3.49139
H -2.29738 -1.27948 -3.56073
H -2.58309 -0.22169 -1.23431
H -1.70620 0.70580 0.74218
H -1.80667 -0.78300 1.65079
H -3.91110 1.28502 1.09611
H -3.76021 0.20847 2.47937
H -4.49167 -0.37594 0.99605

***

18
Properties=species:S:1:pos:R:3 method="wB97M-V/def2-TZVPD" total_energy_ev=-8898.062 lumo_ev=1.0 total_charge=0 homo_lumo_gap_ev=10.179 smiles=CCN1C[C@H]1CO
C 1.14002 1.26061 1.39607
C -0.53973 1.30249 0.83277
N -0.99623 0.19477 0.02654
C -0.79631 -1.14010 0.58033
C 0.13395 -0.57341 -0.42585
C 0.24189 -1.00559 -1.86236
O -0.91476 -1.63888 -2.36289
H 1.06960 1.26588 2.47548
H 1.59168 2.18294 1.02488
H 2.01452 0.55647 1.25692
H -1.27100 1.42578 1.65966
H -0.61465 2.20445 0.20604
H -0.43908 -1.23185 1.60676
H -1.56064 -1.85555 0.28176
H 0.99782 -0.09826 0.06302
H 0.51719 -0.12821 -2.47198
H 1.05317 -1.73455 -1.94319
H -1.62743 -0.98699 -2.34397